116
Properties=species:S:1:pos:R:3 method="wB97M-V/def2-TZVPD" e_lumo_ev=0.292 de_lowest_kcal_mol=280.22 energy_ev=-56743.106
H 1.14075 -0.44441 0.01168
H -1.32027 -2.76856 -1.01006
H -2.04037 -5.08962 0.10312
H 1.13115 0.13195 3.15537
H 2.84796 -0.85617 1.07432
H 0.50185 -4.21118 -2.34659
H -5.48206 -2.52464 -1.62786
H 2.12041 5.20962 -2.88545
O 0.43678 3.22908 1.81444
H 2.82533 2.45371 -0.41382
H 2.43508 3.82610 2.13541
H 1.85008 2.46248 3.16081
C 0.62444 -3.32008 -2.94512
H -1.77158 3.71521 5.60376
O 1.76803 -1.24479 -2.69065
H -2.65088 -2.80389 -3.14623
H 1.83419 -1.40695 3.73596
H -4.65506 -1.07453 -1.70155
H -2.66636 2.60898 1.23532
H -4.35229 -0.81838 1.93749
H 0.07138 -1.42730 -5.63875
C -4.63842 -1.99623 -1.24681
H -1.25313 1.54954 4.91710
H 0.14643 -2.83899 0.44904
H 1.23641 -6.01826 -0.00030
H -3.76182 2.36437 4.97698
H 0.76036 -1.27461 2.28050
H 2.78364 -2.14633 -0.61438
C 4.24823 0.30616 -1.10539
C -3.52514 -1.34620 2.44306
O 5.19092 -1.03839 0.52316
H 3.75224 4.99165 -2.73521
C 0.97775 -0.91429 3.27597
H 0.25976 -3.27501 2.17025
O -1.88237 -1.04961 -4.07648
H -0.08611 -0.71733 4.97213
H -3.78204 -1.56267 3.47038
H 3.20031 -3.13780 -1.83786
O -2.19446 -0.79051 2.24315
C -0.95717 -5.39090 -0.08558
H 0.92622 1.18658 0.73451
C -1.76136 2.04475 4.11691
H -0.39370 3.57043 4.42604
H -0.68758 5.01821 -0.44502
O 1.11851 -5.49842 0.78182
C -0.69796 -0.35436 -4.28672
C 2.66510 3.36880 -0.87945
C -0.02732 -5.08882 0.97961
C 2.51687 3.21830 -2.37627
H -1.99388 4.25032 3.82713
O 0.31445 0.99121 -1.11293
C -3.23970 1.84438 4.16187
H -3.48588 -3.75826 -0.83115
H 1.40793 -3.71252 -3.64312
H 0.41217 4.56734 -2.55915
H 1.98270 -3.71677 -0.69095
H -0.65139 -5.08080 -0.99162
H 5.30284 0.80046 0.70157
C 1.26872 -2.23721 -2.17062
H -0.53632 0.31129 0.59475
N -0.42592 0.73487 -3.63734
H -3.60308 -2.32951 1.95583
H 4.73564 1.22169 -1.56755
H 3.53209 3.95130 -0.58353
C -2.14551 -2.18786 -0.99103
H -4.66651 -1.87230 -0.23904
H -0.25146 -2.87495 -3.35898
C -1.07471 4.66233 -1.41144
H -1.20616 -3.32760 1.37664
H -3.29788 0.78141 4.28705
H -0.76080 3.62665 -1.40187
C -1.51777 3.54676 4.53149
H 4.57261 -1.75043 0.36304
H -1.90598 -1.29496 -1.58152
H 2.75116 4.33759 -4.20950
H 0.31866 1.36312 -3.90581
C -3.36445 -2.84973 -1.45902
H 3.85648 -0.26624 2.30473
H 1.47705 4.09947 3.57582
C 4.60977 0.05749 0.38025
O -3.37372 -3.20368 -2.63250
C 0.43572 0.46716 0.09860
C 1.60103 3.39503 2.70782
H 0.55327 -1.67601 -1.53202
H 3.32274 2.58527 -2.61029
O 1.43816 2.61420 -2.65518
H -2.14802 4.64215 -1.56947
H 1.26230 -0.43479 -5.07798
O -0.33236 5.13116 -2.49201
N 0.31636 -0.69879 -4.99550
O -1.27694 1.60711 3.00896
O -3.45609 0.95602 0.39190
H -3.30162 2.69325 -0.58341
H -0.25301 -5.61638 1.92996
H -1.70250 2.12589 -0.29358
H 1.69529 3.69736 -0.53815
H 4.58831 -0.42821 -1.81028
C 2.34433 -2.84469 -1.32290
O -0.18866 -1.07039 4.12563
H 3.20831 0.41080 -1.19022
H -0.26218 2.70654 2.21789
H -2.84841 0.30667 0.68566
H -2.22678 -1.74619 -0.01124
H -1.23024 1.19772 -3.23340
H 2.89135 0.88487 1.57417
H 0.17479 0.29371 -1.69897
H 1.06902 2.03827 -2.02526
C 2.87583 4.50320 -3.11504
C 3.44486 -0.00396 1.35653
H -1.03129 -6.48160 -0.26673
H 1.08934 -0.96580 -3.30414
H -1.58656 0.68823 2.87290
C -2.72903 2.12831 0.22914
H -3.75494 2.09685 3.21323
H -1.65988 -1.14077 2.92884
C -0.14643 -3.57378 1.27030

***

73
Properties=species:S:1:pos:R:3 method="wB97M-V/def2-TZVPD" charge=+3 e_lumo_ev=-8.977 de_lowest_kcal_mol=8.90 energy_ev=-76391.424
O 2.67656 -1.89751 3.73846
H 3.98543 -1.42442 5.82242
N -1.02318 -1.11890 0.96961
H 0.99129 -3.99716 -2.25688
S 2.27909 0.82316 -2.09122
C 3.66286 2.33023 1.93639
C -1.61889 2.76868 3.02592
H 2.35931 -1.42086 0.37377
N 2.00418 2.10645 -4.37749
C 1.74392 -2.66369 -0.93043
H 0.30227 -2.28195 2.08315
H -2.63957 4.65631 2.97925
H -1.46089 -3.33754 3.44946
H -0.53445 0.94195 2.70756
H 4.26437 0.24061 5.46136
F -4.96236 0.32464 1.29094
C -1.33455 4.43019 -1.87408
H -1.09675 -0.67477 -2.67995
H -1.21259 -4.58658 -4.66745
H -2.21830 4.87592 -1.42988
C -0.10204 -2.29930 -2.53803
H -0.67679 -5.02370 -3.05703
C -4.78794 -0.99785 1.13609
H -3.84743 -2.71895 3.02041
N 0.90265 -3.04323 -1.94486
C -3.35597 -1.38294 1.43507
H -2.63147 -1.82519 -3.30416
S -2.48109 0.28871 -0.64159
N 1.59045 -1.54437 -0.27623
C -1.96998 -2.24457 -4.06471
H -0.04342 3.18026 -3.42971
H 2.88739 1.69665 -4.64060
N -0.84109 -2.94132 -3.44243
H 3.30736 -3.41097 0.15298
H -2.22411 4.98696 0.57315
C -2.31009 -0.81925 0.68786
C -2.09509 3.91056 2.41640
C -0.53118 -4.30969 -3.87080
H 0.48142 -4.38094 -4.27237
H 2.89812 -4.34758 -1.22468
H -1.62557 -1.45989 -4.74146
N 2.71051 -3.54458 -0.64730
N 3.90203 -0.65245 5.17780
C -1.17413 3.12262 0.35258
C 3.22342 -0.84892 4.04379
H -1.77249 2.58061 4.07882
C -0.92152 1.84699 2.25480
C 1.49387 1.83523 -3.18801
C -0.86820 3.24980 -1.08858
H 1.47796 -0.73257 2.22375
N 1.89858 0.95975 1.09432
C -1.71891 -2.62055 2.68423
C -1.86335 4.09239 1.05636
C 2.10470 0.14164 2.12897
C 2.67518 2.05313 1.01124
N -0.70371 2.00869 0.95334
H -1.61841 4.16184 -2.89232
H -0.55424 5.19608 -1.91077
F -5.11110 -1.30887 -0.12646
N -0.14365 2.30186 -1.57691
Zr 0.18151 0.23135 -0.42190
C 3.09617 0.31259 3.07962
H 4.70292 1.63607 3.67585
H 2.50397 2.70400 0.16418
N -0.28544 -1.04432 -2.19893
C -3.05084 -2.27758 2.43565
H -2.54858 -2.96181 -4.63657
C -0.73928 -2.02683 1.93413
N 0.29370 2.39882 -2.88153
H 1.57038 2.73667 -5.03605
F -5.63251 -1.62303 1.94925
C 3.89414 1.44360 2.98220
H 4.26541 3.21966 1.82026

***

13
Properties=species:S:1:pos:R:3 method="wB97M-V/def2-TZVPD" e_lumo_ev=1.026 de_lowest_kcal_mol=124.74 energy_ev=-7794.235
C 1.25422 -0.20021 -0.08729
H -0.85561 -1.05719 2.65760
H 1.73069 -1.18260 -0.15454
N -0.53809 -0.61506 1.68658
H -1.03382 1.56920 -0.33907
H 0.42568 -0.44960 -2.13237
H -1.68754 0.01682 -0.90548
C 0.52393 0.31833 -1.36149
H 0.94764 1.21950 -1.80994
O -1.86674 -0.49743 2.06617
C -0.08733 -0.15782 0.59749
H 1.97363 0.51321 0.32912
C -0.78666 0.52284 -0.54680

***

60
Properties=species:S:1:pos:R:3 method="wB97M-V/def2-TZVPD" charge=-2 e_lumo_ev=2.578 energy_ev=-80337.196
H 2.79927 0.73723 2.64572
C -0.47976 0.76264 -1.50367
S -3.42036 -3.08374 0.08982
H -0.47445 -3.38831 -1.07725
H -3.12918 -0.22710 0.77705
C 0.98125 6.80512 -1.82820
H -2.28737 -1.12263 4.38529
O -0.79408 1.07968 -2.69048
C 4.01089 -1.82603 -0.48049
H 0.28485 -2.02171 -2.04371
H -1.26964 1.46566 0.44653
C 3.10142 0.00609 1.80710
C 3.02978 5.33574 -2.21140
C -2.89192 -1.05011 3.42384
H 0.69838 -2.67381 2.20464
C 2.19128 4.08125 -2.48103
O 2.78984 3.00884 -2.78495
C -2.20958 -0.56741 0.14706
O -1.69913 -5.14754 3.45227
C 4.37974 0.43111 0.99699
H 1.32245 -1.40428 3.48638
C 4.80834 -0.50688 -0.17267
C -2.03736 -2.04108 -2.16560
C 2.29590 -1.30035 1.49526
O -3.55298 -2.60828 1.67809
C -1.31672 -1.35885 1.24194
O -1.67612 -3.15655 3.01035
H -2.90527 0.01171 2.96741
I -4.68969 -0.62902 -1.63450
O -2.63427 -4.34545 -0.11537
H -3.99970 -1.29548 3.63492
H -0.77829 -2.22978 0.69728
H 4.94984 1.39900 1.21991
C 0.14870 5.52787 -1.99209
H -0.48639 -3.43684 -2.90634
C -0.17214 -0.51795 1.96277
O -4.83493 -3.38608 -0.38624
C -0.61714 -2.73128 -1.99620
F -2.87358 -3.01005 -2.88943
C 2.74976 -2.25501 0.33932
H 4.37093 -2.50409 -1.33970
N -2.43609 -4.27898 3.04736
C -2.84064 -1.60995 -0.88611
C 0.98968 -1.59191 2.40970
H 2.17820 -3.22429 0.09011
O 0.37575 7.89234 -1.60116
H 0.37466 0.24570 1.31979
H 5.71810 -0.22095 -0.80126
O -1.07692 5.47978 -1.84783
H -1.90871 -1.17603 -2.92261
C -2.34967 -2.05892 2.25973
Cl 1.28967 0.40982 -1.25195
O 4.26512 5.35147 -2.20651
H -2.51346 1.37546 -0.88165
H 0.17569 3.44701 -2.50982
H -0.46509 0.01338 2.92905
H 2.99400 7.44777 -1.83763
C 0.84960 4.28241 -2.34823
C 2.32423 6.60071 -1.94772
C -1.62669 0.78892 -0.42390

***

76
Properties=species:S:1:pos:R:3 method="wB97M-V/def2-TZVPD" charge=-1 e_lumo_ev=2.187 energy_ev=-62326.284
F 1.23635 0.96253 0.25825
H -2.73428 3.23837 -1.80279
H 4.56376 1.49047 1.44302
C 2.82795 4.01002 3.14999
O 3.86434 -2.35805 -0.18703
O 3.76742 -4.58952 -1.88161
P 0.39835 -0.41541 0.03522
O -2.09666 -2.35904 -3.04246
C 1.68902 3.08172 2.75685
H -2.95242 2.94449 -3.51676
H -0.54921 4.33282 -2.18984
H -1.79553 1.35833 2.30244
C -2.70282 -3.68901 3.26840
F -0.60367 0.40873 -0.93815
O -2.05482 2.11398 2.83943
H -2.85495 -1.91030 -2.64491
H -5.23850 -1.27346 -1.49666
F 1.33764 -1.30184 1.01325
O -0.36024 2.44756 -2.98464
H 2.44134 -3.87366 -4.28564
H 0.96002 -3.42019 -3.36354
C -2.49444 3.62284 -2.79797
H 1.76665 -4.38941 -1.32808
H -4.86038 2.27711 -1.07289
O 3.80356 1.97585 -0.16838
F -0.46498 -1.73585 -0.29718
H -3.39152 -2.01812 2.52415
H -0.35056 2.09436 -2.08703
H -0.75797 4.21154 -3.94190
C -4.77297 1.22923 -0.78858
H 3.59738 0.26538 3.41552
H -1.29531 2.71500 2.79353
H -2.93297 -4.35668 4.10134
F -0.51072 -0.11291 1.34444
H 1.56238 2.98193 1.67651
H -3.46932 -1.03198 0.15794
H 3.89501 -3.82455 -1.29143
H 1.04500 1.11605 -3.78119
H 2.62335 5.02573 2.80380
H 2.09752 -5.61455 -2.52200
C 2.38213 -4.60512 -2.21248
C -1.23995 -3.26813 3.33315
H 3.01205 3.98702 4.22281
H 0.41806 4.52848 3.00920
O -4.31146 -1.03905 -1.61146
H -3.22596 0.60426 -2.18341
H -5.78345 0.87995 -0.53394
H 2.45241 -2.62477 -3.05799
H -2.82525 -4.30379 2.36021
H -0.60147 -4.15772 3.29138
H -0.96129 -2.60740 2.51528
C 4.45225 0.06988 2.75593
H -1.42491 -2.34665 -2.34880
O 5.04006 1.25509 2.25509
H -2.15290 -0.78079 0.91442
H 2.96665 -2.14562 0.10604
C 2.03747 -3.60643 -3.31086
H -4.86273 0.57687 -2.81092
H -2.94211 4.61832 -2.88026
H 3.86060 2.81766 -0.62864
H 5.19088 -0.54354 3.26691
O -3.59488 -2.60701 3.27665
O 0.42809 3.59301 3.23177
H 3.74303 3.63383 2.68311
O 1.53791 0.28426 -3.83598
H 2.85713 1.76943 -0.12516
H 4.21131 -1.52122 -0.51516
H -4.20759 1.14343 0.13966
C -4.25615 0.36415 -1.92249
H -1.02366 -2.77850 4.28597
H 1.26134 -0.18575 -3.03397
H 4.04139 -0.53375 1.93742
O -3.03092 -1.17886 0.99996
H 1.91381 2.09082 3.14717
C -0.99159 3.73124 -2.99284
F 1.39691 -0.74311 -1.20117

***

10
Properties=species:S:1:pos:R:3 method="wB97M-V/def2-TZVPD" e_lumo_ev="-0.990 / -0.991" smiles="[O-][N+]1=N[C@@H](F)C=C1" de_lowest_kcal_mol=94.86 energy_ev=-10900.775
C 0.95709 0.41449 -0.15441
N -0.90044 -0.85209 0.58156
H 0.90659 -1.35330 1.51570
F 0.83088 -1.98484 -0.52359
C -0.17027 1.05472 -0.40474
O -2.43490 0.61666 -0.17781
H -0.31790 2.01141 -0.83429
N -1.30300 0.31420 0.04350
H 1.89469 0.72974 -0.52112
C 0.53726 -0.95098 0.47522

***

107
Properties=species:S:1:pos:R:3 method="wB97M-V/def2-TZVPD" e_lumo_ev=0.359 smiles="C[C@H]1COC(=O)O1.C[C@H]1COC(=O)O1.C[C@H]1COC(=O)O1.C[C@H]1COC(=O)O1.C[C@H]1COC(=O)O1.C[C@H]1COC(=O)O1.C[C@H]1COC(=O)O1.ClCCCl.ClCCCl" de_lowest_kcal_mol=0.00 energy_ev=-127083.734
H -11.45637 19.86947 3.18559
H -8.86587 23.90282 0.39680
H -11.13811 26.69365 2.65611
H -16.86440 25.46586 0.24684
H -9.22980 17.82887 3.41945
H -10.64721 16.18214 4.19489
H -10.86704 27.62042 4.12541
H -9.37828 29.06947 2.27748
O -7.45347 17.74075 2.07136
H -9.95301 19.79798 2.24867
C -11.35920 28.84883 2.35488
O -5.13960 24.20116 5.03329
H -6.03621 25.89021 1.61966
C -16.08536 26.08298 0.69390
H -11.58173 17.08570 2.84892
C -15.11322 23.06479 2.43686
C -10.18768 29.63776 2.67807
H -7.27681 24.73294 6.42518
H -11.59579 22.48710 5.37486
C -6.92644 26.46483 3.47458
O -12.79887 27.56680 3.59182
O -7.14845 16.98348 0.01432
C -4.91135 22.21022 6.18751
C -5.66961 19.28515 2.36132
C -7.71621 16.73735 1.18418
C -10.39402 19.63183 3.27958
O -4.41247 23.44135 3.08531
H -10.07580 29.77118 3.75650
H -5.11724 20.18021 1.97321
Cl -7.80324 24.27684 -2.45737
C -6.43742 18.25502 0.09794
C -11.39991 23.19732 3.28333
H -10.06427 25.08707 -2.05642
H -5.67932 27.65530 2.05547
H -5.41431 24.94380 -1.23665
H -6.81548 23.50211 0.37262
C -6.85000 23.78772 6.76633
H -5.37334 18.01788 -0.03727
H -14.40725 25.82384 2.07520
H -6.92095 23.65958 7.85272
H -7.56353 19.62988 1.35652
H -3.92942 22.09116 6.63150
H -5.70480 22.29929 1.28866
H -17.33994 24.81110 2.79470
C -9.15099 24.91093 -1.42490
O -4.70295 22.05790 4.82727
C -12.38275 24.42897 5.16098
C -13.42376 28.63310 3.07469
C -5.43237 23.66788 6.38337
C -4.79984 23.00951 -0.47357
O -8.06323 23.45303 3.83179
O -9.80103 18.54174 5.25927
H -9.92380 22.97204 -0.66743
H -6.10954 26.10976 4.04649
H -11.77233 24.16913 2.91576
H -15.29643 26.31694 -0.01082
Cl -7.65511 27.85887 4.30406
H -3.65123 24.52452 -1.46076
H -11.96508 22.25675 3.02867
O -8.26749 15.67876 1.48624
C -15.41461 25.31008 1.86630
O -9.80952 20.48801 4.23689
C -6.08357 21.52848 -1.63503
H -6.10117 19.62770 3.29948
C -9.56762 19.88691 5.35048
H -13.40305 24.03661 5.16077
H -6.80363 18.76616 -0.80119
O -9.21885 20.41566 6.38377
O -15.80864 23.61890 3.43250
H -7.52487 22.98837 6.38484
C -6.07793 22.72469 0.30319
H -16.53539 27.06657 1.00057
O -6.72960 21.71037 -0.44993
C -6.44208 26.77757 2.07053
C -6.77690 18.86822 1.42438
C -9.28473 23.40211 3.92811
C -11.37115 23.37729 4.78999
C -4.71085 23.27816 4.22797
O -14.48568 22.03516 2.45228
C -11.15779 17.14900 3.84319
H -4.23092 25.01899 0.14520
O -5.05965 22.39232 -1.76219
O -12.53966 29.57180 2.73351
H -10.31562 30.62928 2.24650
C -11.44286 27.58537 3.18825
C -16.27914 24.94129 3.06069
C -4.51920 24.42340 -0.81855
H -16.21413 25.69556 3.87331
Cl -11.03777 24.71678 0.48867
O -9.98038 23.75647 5.02323
C -9.61239 24.00811 -0.33130
Cl -7.75917 27.12533 0.96456
H -5.63990 21.50220 6.55559
H -4.77566 24.20399 7.06158
H -3.91745 22.51943 0.00212
H -7.59092 25.61576 3.49577
O -15.05622 23.94393 1.43057
H -12.25720 24.77637 6.16967
H -11.46274 28.68157 1.25063
H -4.98922 18.41343 2.49358
H -8.84148 25.84171 -0.94868
H -12.36877 25.30071 4.49204
O -14.60844 28.74152 2.93438
C -10.11708 18.26059 3.87016
H -11.93901 17.25694 4.59648
O -10.06736 23.04627 2.91947
O -6.31413 20.66446 -2.41882